Record 1
18
Properties=species:S:1:pos:R:3:forces:R:3:nbo_charge:R:1 method="wB97M-V/def2-TZVPD" total_charge=-1 e_homo_ev="0.77 / -2.08" spin_multiplicity=2
C -0.404 -2.658 -0.823 -0.301 -0.563 -1.407 -0.42
N -0.634 -1.274 -1.147 1.081 0.643 -0.081 -0.65
C 0.179 -0.331 -0.397 -1.111 0.150 0.499 0.00
C -0.479 0.776 0.164 0.520 -0.034 -0.459 -0.36
C 0.102 1.923 0.790 0.434 -2.209 -0.617 -0.30
C -0.505 2.740 1.692 -0.620 0.941 0.577 -0.68
C 1.631 -0.564 -0.238 0.717 0.819 0.041 -0.65
H 0.556 -2.925 -1.277 0.267 -0.036 0.637 0.18
H -1.052 -3.336 -1.407 -0.374 0.369 0.297 0.17
H -0.440 -2.952 0.230 0.055 0.153 0.273 0.15
H -1.571 -0.904 -1.225 -0.037 -0.575 0.259 0.36
H -1.570 0.679 0.103 0.026 0.349 0.283 0.15
H 1.191 1.953 0.724 -0.056 0.202 -0.039 0.16
H 0.063 3.474 2.245 -0.146 0.155 0.019 0.16
H -1.567 2.616 1.889 0.038 0.194 0.151 0.16
H 2.182 0.383 -0.439 -0.054 -0.252 -0.250 0.18
H 1.967 -0.780 0.793 -0.302 -0.217 -0.054 0.18
H 2.065 -1.321 -0.890 -0.137 -0.090 -0.129 0.19

---

Record 2
163
Properties=species:S:1:pos:R:3:forces:R:3:lowdin_charge:R:1 method="wB97M-V/def2-TZVPD" total_charge=+1 e_homo_ev=-11.65
C -1.957 5.170 2.858 -0.049 0.833 0.725 -0.16
O -1.256 4.032 2.327 -1.224 0.214 -0.628 -0.24
C -2.077 3.266 1.428 0.211 -0.470 -0.801 -0.21
C -1.176 2.739 0.220 0.283 -0.214 1.259 -0.12
C -0.703 1.233 0.436 -1.318 1.069 -0.800 -0.20
N 0.662 1.115 -0.135 -0.610 -3.272 0.367 0.05
C 1.136 -0.223 -0.164 0.116 1.147 -0.444 -0.40
N 0.299 -1.305 0.258 0.989 1.371 0.087 0.11
N 2.368 -0.420 -0.593 -0.779 0.265 0.143 0.07
Si 3.214 -2.010 -0.694 2.424 -1.860 -0.576 0.51
C 4.126 -2.450 0.949 0.015 1.042 0.127 -0.17
C 4.624 -1.760 -1.988 -1.137 0.363 -0.083 -0.20
C 2.159 -3.448 -1.354 -0.957 0.005 0.774 -0.19
H -1.637 6.146 2.379 -0.188 -1.161 0.329 0.08
H -3.074 5.101 2.746 1.092 -0.163 0.122 0.06
H -1.712 5.262 3.956 -0.279 -0.105 -1.125 0.08
H -2.924 3.871 0.997 0.862 -0.395 0.562 0.12
H -2.532 2.403 2.005 0.377 0.745 -0.665 0.13
H -0.240 3.373 0.242 -1.129 -0.460 -0.186 0.12
H -1.719 2.860 -0.759 0.648 -0.176 0.960 0.12
H -1.410 0.571 -0.132 0.625 0.447 0.645 0.11
H -0.743 0.913 1.512 0.388 0.474 -1.058 0.12
H 0.760 1.579 -1.039 0.266 0.095 0.450 0.12
H 0.661 -1.817 1.071 -0.010 0.245 -0.513 -0.02
H 0.027 -1.917 -0.515 0.136 0.225 0.160 0.02
H 2.914 0.412 -0.885 -0.486 -0.445 0.444 0.05
H 4.340 -3.548 1.033 -0.409 0.989 0.017 0.05
H 5.122 -1.908 0.894 -1.076 -0.626 0.056 0.04
H 3.605 -2.022 1.855 0.477 -0.809 -0.752 0.01
H 5.509 -1.216 -1.570 -0.722 -0.582 -0.513 0.01
H 4.872 -2.788 -2.379 -0.028 1.134 0.367 -0.01
H 4.160 -1.169 -2.837 0.828 -0.628 0.662 0.03
H 1.425 -3.784 -0.556 0.724 0.277 -0.913 0.03
H 2.832 -4.332 -1.532 -0.566 0.998 -0.118 0.04
H 1.560 -3.162 -2.264 0.769 -0.466 0.743 0.02
Cl -2.831 1.309 6.655 0.015 -0.070 0.020 0.55
C -2.186 2.662 5.691 0.029 0.082 -0.122 -0.66
C -0.864 2.317 5.043 -0.064 0.272 -0.173 -0.65
Cl 0.451 2.154 6.238 0.045 -0.130 0.028 0.57
H -2.099 3.531 6.342 0.040 -0.115 0.005 0.07
H -2.927 2.885 4.922 0.087 -0.034 -0.013 0.07
H -0.570 3.112 4.356 -0.075 -0.084 0.067 0.05
H -0.925 1.386 4.479 -0.014 0.017 0.114 0.05
Cl 5.178 -5.347 -3.480 0.007 0.007 0.121 0.56
C 5.041 -5.456 -5.256 0.133 0.068 -0.186 -0.67
C 5.407 -4.150 -5.934 0.201 -0.182 0.006 -0.66
Cl 4.212 -2.854 -5.631 0.120 0.027 0.147 0.52
H 4.031 -5.766 -5.495 0.007 0.019 0.145 -0.01
H 5.724 -6.243 -5.577 0.031 0.122 0.021 0.08
H 5.450 -4.287 -7.015 -0.094 -0.072 0.079 0.06
H 6.380 -3.794 -5.596 -0.130 0.034 0.050 0.07
Cl 2.660 -5.122 -7.394 -0.305 0.048 -0.237 0.61
C 1.411 -5.996 -8.321 -0.152 -0.161 -0.093 -0.68
C 0.471 -6.769 -7.421 -0.025 0.124 -0.121 -0.67
Cl 1.279 -8.150 -6.637 0.032 0.011 0.065 0.55
H 1.914 -6.650 -9.033 -0.104 0.121 0.374 -0.02
H 0.853 -5.247 -8.885 0.132 -0.067 0.167 -0.02
H -0.354 -7.177 -8.008 0.231 0.123 0.050 -0.02
H 0.052 -6.134 -6.640 0.092 -0.051 -0.019 0.07
Cl -1.258 -5.017 -10.283 -0.170 0.077 -0.063 0.61
C -1.503 -3.260 -10.456 -0.065 0.238 -0.140 -0.63
C -0.385 -2.605 -11.236 -0.085 0.093 -0.076 -0.65
Cl 1.148 -2.604 -10.330 -0.013 -0.078 0.030 0.57
H -1.601 -2.832 -9.459 0.114 -0.083 -0.052 0.07
H -2.450 -3.123 -10.980 0.094 -0.020 -0.040 0.07
H -0.636 -1.563 -11.438 -0.030 -0.062 0.069 0.07
H -0.214 -3.105 -12.190 0.008 -0.039 0.126 0.07
Cl -0.125 -0.226 -3.078 0.081 -0.033 0.012 0.61
C -1.330 -1.178 -3.986 -0.311 -0.171 -0.230 -0.62
C -2.239 -1.967 -3.069 -0.113 0.142 -0.078 -0.63
Cl -1.376 -3.291 -2.246 0.032 0.037 0.058 0.60
H -0.795 -1.827 -4.678 0.058 0.034 0.156 0.08
H -1.919 -0.469 -4.569 0.017 -0.003 0.113 0.08
H -3.041 -2.425 -3.648 0.104 0.017 -0.026 0.08
H -2.689 -1.332 -2.306 0.099 -0.042 -0.029 0.07
Cl 2.318 -1.271 4.976 0.157 0.008 -0.058 0.57
C 0.578 -1.478 5.285 -0.285 -0.031 0.053 -0.65
C 0.062 -2.795 4.762 0.088 0.044 0.398 -0.67
Cl 0.058 -2.845 2.975 -0.089 -0.205 0.031 0.60
H 0.053 -0.636 4.835 0.100 -0.049 0.008 0.04
H 0.440 -1.426 6.366 -0.026 -0.064 -0.067 0.08
H -0.974 -2.942 5.089 0.673 0.118 -0.398 -0.05
H 0.655 -3.636 5.123 -0.026 0.176 -0.218 -0.01
Cl 3.329 6.434 9.933 0.022 -0.024 0.014 0.54
C 2.989 4.991 8.945 -0.036 -0.062 -0.135 -0.67
C 1.678 4.337 9.322 -0.019 -0.035 -0.169 -0.67
Cl 1.743 3.579 10.932 -0.002 0.025 0.015 0.54
H 3.826 4.302 9.054 -0.089 0.046 0.103 0.07
H 2.952 5.321 7.906 -0.085 -0.007 0.063 0.07
H 1.441 3.545 8.609 0.077 0.062 0.039 0.02
H 0.857 5.054 9.319 0.117 -0.002 0.069 0.07
Cl 6.782 2.493 3.019 0.049 -0.015 0.023 0.59
C 5.397 2.592 4.134 -0.171 0.018 0.108 -0.64
C 4.547 1.342 4.102 0.013 0.004 0.314 -0.67
Cl 3.660 1.157 2.565 0.013 0.058 -0.085 0.52
H 4.817 3.478 3.876 0.035 -0.104 -0.063 0.07
H 5.807 2.733 5.134 -0.022 -0.096 -0.053 0.08
H 3.797 1.385 4.892 0.018 0.052 -0.071 0.05
H 5.149 0.446 4.253 -0.014 0.080 -0.115 0.07
Cl -6.011 -3.816 6.718 0.047 0.022 0.007 0.55
C -5.350 -2.462 5.769 -0.021 0.092 -0.035 -0.66
C -4.033 -2.816 5.114 -0.180 0.103 -0.252 -0.62
Cl -2.721 -3.007 6.307 -0.638 -0.083 0.501 0.62
H -5.251 -1.602 6.430 0.060 -0.108 -0.013 0.06
H -6.089 -2.221 5.004 0.097 -0.055 -0.017 0.07
H -3.730 -2.016 4.437 -0.036 0.021 0.097 0.07
H -4.105 -3.739 4.540 0.003 0.008 0.160 0.08
Cl 2.348 -7.371 -11.243 0.133 -0.105 -0.316 0.60
C 1.099 -8.247 -12.164 -0.225 -0.116 -0.172 -0.63
C 0.159 -9.019 -11.263 0.055 0.105 -0.073 -0.69
Cl 0.966 -10.400 -10.478 0.011 0.041 0.037 0.56
H 1.602 -8.902 -12.875 0.025 0.019 0.142 0.07
H 0.539 -7.499 -12.728 -0.007 -0.018 0.101 0.07
H -0.665 -9.427 -11.850 0.073 0.040 -0.021 0.07
H -0.261 -8.386 -10.482 0.210 -0.110 -0.181 -0.02
Cl -5.415 -9.455 -8.981 0.034 0.026 0.028 0.55
C -5.099 -7.746 -9.367 -0.033 0.063 -0.034 -0.66
C -3.835 -7.568 -10.178 -0.212 0.156 -0.171 -0.64
Cl -2.371 -7.930 -9.228 -0.349 -0.199 0.129 0.60
H -5.056 -7.190 -8.430 0.077 -0.091 -0.052 0.07
H -5.957 -7.386 -9.938 0.101 -0.028 -0.044 0.07
H -3.748 -6.532 -10.509 0.011 -0.029 0.100 0.04
H -3.831 -8.208 -11.060 0.005 -0.052 0.148 0.08
Cl 5.124 1.477 -0.735 0.090 -0.157 -0.097 0.59
C 5.967 3.020 -0.432 0.070 0.507 0.003 -0.64
C 6.681 3.529 -1.665 -0.090 0.046 -0.035 -0.66
Cl 8.074 2.510 -2.100 -0.052 -0.033 -0.005 0.55
H 6.654 2.869 0.397 -0.066 -0.137 -0.116 0.01
H 5.209 3.739 -0.118 0.019 -0.055 -0.057 0.08
H 7.066 4.532 -1.479 -0.035 -0.076 0.096 0.08
H 6.013 3.574 -2.525 0.056 -0.079 0.064 0.07
Cl -3.884 7.242 4.313 -0.040 0.060 0.104 0.58
C -3.635 8.966 3.931 0.174 0.235 -0.037 -0.69
C -2.388 9.190 3.108 -0.156 0.085 -0.108 -0.66
Cl -0.903 8.878 4.041 0.078 -0.087 -0.013 0.53
H -3.601 9.518 4.868 0.101 -0.103 -0.051 0.01
H -4.508 9.295 3.372 0.151 -0.060 -0.083 -0.01
H -2.343 10.230 2.781 -0.040 -0.031 0.119 0.06
H -2.371 8.554 2.222 0.007 -0.025 0.117 0.06
Cl 3.582 -7.963 6.209 -0.031 0.024 -0.035 0.55
C 3.520 -6.195 6.408 0.056 0.103 0.035 -0.67
C 2.239 -5.740 7.071 0.195 0.112 0.142 -0.64
Cl 0.819 -5.967 6.016 -0.029 -0.201 0.040 0.58
H 3.646 -5.740 5.425 -0.090 -0.071 0.052 0.07
H 4.375 -5.916 7.025 -0.105 -0.010 0.033 0.07
H 2.298 -4.674 7.297 0.045 -0.044 -0.069 0.07
H 2.056 -6.276 8.001 -0.014 -0.045 -0.141 0.07
Cl -6.895 8.999 3.722 -0.249 0.009 -0.009 0.60
C -8.368 8.192 3.127 -0.220 -0.036 -0.047 -0.64
C -8.589 6.850 3.789 -0.171 0.100 0.042 -0.66
Cl -7.373 5.646 3.290 0.049 -0.012 0.005 0.53
H -8.287 8.096 2.045 0.083 -0.042 0.104 0.07
H -9.204 8.856 3.349 0.044 -0.077 0.061 0.07
H -9.564 6.453 3.502 0.066 0.061 -0.053 0.07
H -8.560 6.929 4.876 0.105 0.015 -0.098 0.07
Cl -4.848 11.346 6.411 -0.034 -0.023 0.015 0.57
C -3.945 12.847 6.740 0.100 0.211 0.044 -0.65
C -3.238 13.374 5.509 -0.102 0.167 0.051 -0.65
Cl -1.882 12.331 5.005 -0.070 -0.078 -0.006 0.56
H -3.243 12.648 7.550 -0.019 -0.063 -0.124 0.07
H -4.671 13.581 7.091 0.032 -0.026 -0.099 0.07
H -2.817 14.357 5.720 -0.016 -0.082 0.061 0.07
H -3.921 13.470 4.666 0.040 -0.099 0.075 0.07